2 unconnected molecules or ions with the total composition C4H10O2. Source: OMol25; level of theory: wB97M-V/def2-TZVPD.

Values from the calculation:
**SMILES string**: CC[C@@H](O)C=O.[H][H]
**Relative energy (zero: lowest compared OMol25 entry of this formula, charge and spin)**: 41.4 kcal/mol
**HOMO-LUMO gap**: 10.56 eV
**HOMO energy**: -9.83 eV
**LUMO energy**: 0.0266 hartree

Cartesian coordinates (Å):
1 C -1.971 -0.608 0.229
2 C -0.829 0.402 0.149
3 C 0.409 -0.178 -0.522
4 O 0.036 -0.601 -1.825
5 C 1.491 0.878 -0.683
6 O 2.614 0.785 -0.248
7 H -2.854 -0.158 0.693
8 H -2.243 -0.953 -0.772
9 H -1.684 -1.482 0.825
10 H -1.150 1.283 -0.422
11 H -0.548 0.750 1.151
12 H 0.819 -1.008 0.073
13 H 0.751 -1.143 -2.181
14 H 1.180 1.756 -1.288
15 H 1.816 0.120 2.740
16 H 2.164 0.156 2.082

A molecular structure, C28H51F6IrN5PSi4Te. Source: OMol25; level of theory: wB97M-V/def2-TZVPD.

Values from the calculation:
**Relative energy (zero: lowest compared OMol25 entry of this formula, charge and spin)**: 99.5 kcal/mol
**Total charge**: +3
**Spin multiplicity**: 2
**HOMO-LUMO gap (spin up / spin down)**: 4.58 / 4.63 eV
**HOMO energy (spin up / spin down)**: -14.61 / -14.51 eV
**LUMO energy (spin up / spin down)**: -0.3686 / -0.3629 hartree

Cartesian coordinates (Å):
1 Ir -0.235 -2.069 -1.265
2 C 0.122 -5.840 -1.161
3 C 1.296 -5.093 -1.717
4 C 2.528 -5.742 -1.820
5 C 3.574 -5.108 -2.462
6 C 3.341 -3.878 -3.060
7 C 2.092 -3.289 -2.917
8 N 1.116 -3.862 -2.185
9 C 1.708 -2.052 -3.617
10 C 2.443 -1.469 -4.651
11 C 1.914 -0.371 -5.310
12 C 0.652 0.098 -4.974
13 C -0.024 -0.520 -3.923
14 N 0.534 -1.537 -3.266
15 C -1.399 -0.220 -3.495
16 C -2.190 0.753 -4.092
17 C -3.506 0.892 -3.676
18 C -4.002 0.032 -2.713
19 C -3.158 -0.923 -2.148
20 C -3.630 -1.904 -1.129
21 N -1.880 -1.001 -2.507
22 H -0.054 -6.697 -1.810
23 H -0.786 -5.239 -1.164
24 H 0.323 -6.250 -0.172
25 H 2.643 -6.739 -1.425
26 H 4.540 -5.578 -2.542
27 H 4.123 -3.379 -3.605
28 H 3.393 -1.869 -4.957
29 H 2.473 0.110 -6.099
30 H 0.208 0.911 -5.523
31 H -1.799 1.380 -4.878
32 H -4.139 1.651 -4.112
33 H -5.036 0.088 -2.412
34 H -4.241 -2.667 -1.612
35 H -4.237 -1.436 -0.359
36 H -2.763 -2.392 -0.668
37 F 2.443 -1.448 -0.865
38 P 3.316 -1.432 0.503
39 F 3.357 0.156 0.468
40 F 4.650 -1.624 -0.280
41 F 3.064 -3.085 0.582
42 F 1.863 -1.312 1.342
43 F 3.995 -1.531 1.953
44 N 2.072 -3.649 3.065
45 C 0.616 -3.963 3.118
46 C -0.210 -3.090 2.159
47 N 0.009 -3.360 0.742
48 H 2.593 -4.176 3.776
49 H 2.238 -2.641 3.204
50 H 2.498 -3.866 2.145
51 H 0.262 -3.775 4.133
52 H 0.487 -5.025 2.898
53 H 0.022 -2.045 2.357
54 H -1.267 -3.254 2.378
55 H -0.366 -4.280 0.524
56 H 1.007 -3.398 0.546
57 C -3.634 3.522 -0.246
58 Si -3.030 2.845 1.422
59 C -3.347 3.995 2.897
60 C -3.602 1.060 1.746
61 Si -0.414 2.422 1.127
62 Te 0.268 0.625 -0.477
63 Si 0.305 4.846 0.098
64 C -0.728 6.170 0.978
65 C -0.092 4.652 -1.747
66 C 2.162 4.884 0.466
67 Si 0.737 2.297 3.384
68 C 2.539 1.778 3.133
69 C 0.527 4.007 4.189
70 C -0.351 0.964 4.212
71 H -4.719 3.490 -0.286
72 H -3.257 2.948 -1.087
73 H -3.350 4.558 -0.391
74 H -4.417 4.186 2.971
75 H -2.861 4.961 2.805
76 H -3.042 3.554 3.841
77 H -4.685 0.990 1.695
78 H -3.312 0.721 2.735
79 H -3.190 0.371 1.016
80 H -1.788 6.083 0.768
81 H -0.418 7.151 0.624
82 H -0.587 6.166 2.053
83 H -1.157 4.687 -1.950
84 H 0.303 3.725 -2.150
85 H 0.365 5.468 -2.304
86 H 2.375 4.994 1.525
87 H 2.616 5.738 -0.033
88 H 2.670 3.995 0.105
89 H 3.116 2.542 2.623
90 H 2.625 0.873 2.544
91 H 3.029 1.592 4.086
92 H 1.113 4.776 3.695
93 H 0.877 3.964 5.219
94 H -0.504 4.343 4.219
95 H -0.526 0.121 3.552
96 H -1.318 1.361 4.501
97 H 0.112 0.588 5.118

2 unconnected molecules or ions with the total composition C3H10NO. Source: OMol25; level of theory: wB97M-V/def2-TZVPD.

Values from the calculation:
**Relative energy (zero: lowest compared OMol25 entry of this formula, charge and spin)**: 55.2 kcal/mol
**Spin multiplicity**: 2
**HOMO-LUMO gap (spin up / spin down)**: 4.41 / 7.87 eV
**HOMO energy (spin up / spin down)**: -4.03 / -7.61 eV
**LUMO energy (spin up / spin down)**: 0.0142 / 0.0096 hartree

Cartesian coordinates (Å):
1 C 1.504 -1.748 0.875
2 O 0.473 -1.297 1.752
3 H 1.235 -2.699 0.431
4 H 2.420 -1.864 1.439
5 H 1.665 -0.938 0.178
6 H -0.005 -2.021 2.186
7 C -0.426 1.602 -0.725
8 C -0.609 1.737 -2.099
9 N -0.968 0.342 -0.122
10 H -0.141 2.319 0.040
11 H -0.578 2.707 -2.584
12 H -0.370 0.888 -2.747
13 H -0.922 -0.364 -0.847
14 H -1.978 0.459 0.078
15 H -0.481 0.028 0.726

A molecular structure, C44H29F5LaN9O2P2S. Source: OMol25; level of theory: wB97M-V/def2-TZVPD.

Values from the calculation:
**Relative energy (zero: lowest compared OMol25 entry of this formula, charge and spin)**: 0.0 kcal/mol
**HOMO-LUMO gap**: 6.25 eV
**HOMO energy**: -7.10 eV
**LUMO energy**: -0.0312 hartree

Cartesian coordinates (Å):
1 La 0.609 0.997 -0.167
2 O -3.132 2.040 2.032
3 S -2.465 0.875 1.377
4 C -3.723 0.167 0.264
5 C -5.055 0.207 0.643
6 C -6.031 -0.492 -0.076
7 C -5.649 -1.300 -1.146
8 C -4.337 -1.209 -1.612
9 C -3.381 -0.435 -0.950
10 P -1.832 0.076 -1.810
11 C -2.386 1.699 -2.510
12 C -1.387 2.580 -2.922
13 C -1.676 3.830 -3.415
14 C -2.998 4.249 -3.531
15 C -4.009 3.390 -3.123
16 C -3.708 2.118 -2.615
17 C -1.583 -1.072 -3.224
18 C -2.068 -0.919 -4.526
19 C -1.728 -1.849 -5.516
20 C -0.990 -2.995 -5.210
21 C -0.528 -3.185 -3.916
22 C -0.809 -2.215 -2.953
23 C -2.343 -0.380 2.661
24 C -3.522 -0.869 3.209
25 C -3.519 -1.839 4.209
26 C -2.315 -2.287 4.696
27 C -1.128 -1.732 4.205
28 C -1.097 -0.774 3.208
29 P 0.477 0.031 2.664
30 C 0.690 1.417 3.832
31 C 0.933 2.656 3.226
32 C 1.034 3.847 3.945
33 C 0.913 3.817 5.328
34 C 0.684 2.580 5.960
35 C 0.581 1.395 5.234
36 C 1.799 -1.187 3.042
37 C 1.682 -2.488 2.554
38 C 2.737 -3.383 2.604
39 C 3.935 -3.008 3.190
40 C 4.053 -1.741 3.733
41 C 2.996 -0.822 3.644
42 H -5.325 0.828 1.504
43 H -7.059 -0.446 0.215
44 H -6.350 -1.945 -1.658
45 H -4.028 -1.740 -2.495
46 H -0.326 2.306 -2.868
47 H -0.862 4.477 -3.730
48 H -3.236 5.219 -3.948
49 H -5.044 3.698 -3.202
50 H -4.524 1.475 -2.312
51 H -2.636 -0.048 -4.795
52 H -2.061 -1.648 -6.546
53 H -0.716 -3.692 -5.996
54 H 0.083 -4.035 -3.668
55 H -0.403 -2.346 -1.958
56 H -4.474 -0.531 2.826
57 H -4.459 -2.209 4.585
58 H -2.255 -3.063 5.448
59 H -0.181 -2.100 4.609
60 H 1.084 2.737 2.152
61 H 1.240 4.758 3.406
62 H 1.030 4.739 5.916
63 H 0.625 2.538 7.031
64 H 0.389 0.469 5.769
65 H 0.762 -2.814 2.080
66 H 2.620 -4.399 2.251
67 H 4.765 -3.696 3.230
68 H 5.018 -1.441 4.173
69 H 3.140 0.188 4.020
70 N 4.060 1.627 -1.854
71 C 2.980 -0.283 -0.350
72 N 4.106 -1.320 -0.442
73 N 3.441 -2.533 -0.745
74 N 2.202 -2.364 -0.665
75 N 1.806 -1.136 -0.383
76 C 3.233 2.546 -1.226
77 N 3.661 3.405 -0.332
78 N 2.614 4.199 -0.059
79 N 1.588 3.829 -0.768
80 N 1.966 2.744 -1.553
81 H 5.015 1.699 -1.528
82 F 4.441 -2.852 -4.694
83 C 4.310 -1.914 -3.756
84 C 3.049 -1.180 -3.806
85 F 2.124 -1.585 -4.687
86 C 2.751 -0.212 -2.924
87 F 1.560 0.415 -2.992
88 C 3.619 0.223 -1.804
89 O 2.703 0.721 0.524
90 C 4.822 -0.751 -1.628
91 F 6.015 -0.143 -1.262
92 C 5.146 -1.752 -2.731
93 F 6.246 -2.451 -2.614

8 unconnected molecules or ions with the total composition C26H49NO21. Source: OMol25; level of theory: wB97M-V/def2-TZVPD.

Values from the calculation:
**SMILES string**: C[C@H]1COC(=O)O1.COC(=O)OC.COC(=O)OC.COC(=O)OC.COC(=O)OC.COC(=O)OC.COC(=O)OC.CCCC#N
**Relative energy (zero: lowest compared OMol25 entry of this formula, charge and spin)**: 6.0 kcal/mol
**HOMO-LUMO gap**: 10.40 eV
**HOMO energy**: -10.06 eV
**LUMO energy**: 0.0125 hartree

Cartesian coordinates (Å):
1 C -2.901 -24.105 7.210
2 C -3.404 -22.664 7.234
3 C -4.446 -22.278 8.216
4 O -3.890 -21.524 9.186
5 C -2.707 -21.192 8.847
6 O -1.960 -20.503 9.530
7 O -2.450 -21.656 7.643
8 H -3.759 -24.705 7.392
9 H -2.221 -24.372 8.006
10 H -2.529 -24.439 6.256
11 H -3.820 -22.411 6.264
12 H -4.851 -23.196 8.735
13 H -5.233 -21.849 7.645
14 C -0.950 -26.711 5.425
15 O 0.347 -26.146 5.693
16 C 1.241 -26.979 6.147
17 O 0.772 -28.245 6.461
18 O 2.471 -26.658 6.003
19 C 3.491 -27.437 6.607
20 H -1.474 -26.984 6.324
21 H -0.875 -27.575 4.738
22 H -1.678 -26.053 4.978
23 H 3.309 -27.688 7.598
24 H 4.340 -26.763 6.517
25 H 3.741 -28.378 6.214
26 C -4.739 -28.969 0.117
27 O -4.733 -28.368 1.401
28 C -4.778 -27.085 1.626
29 O -5.352 -26.172 0.788
30 O -4.139 -26.676 2.686
31 C -4.293 -25.314 3.172
32 H -5.788 -29.356 -0.090
33 H -4.119 -29.915 0.069
34 H -4.485 -28.249 -0.634
35 H -3.940 -25.221 4.224
36 H -5.314 -25.215 3.336
37 H -3.927 -24.552 2.510
38 C 0.533 -22.876 7.923
39 O 1.040 -24.177 8.248
40 C 0.450 -24.808 9.291
41 O -0.101 -24.109 10.337
42 O 0.702 -26.071 9.235
43 C 0.413 -26.929 10.318
44 H -0.547 -22.804 7.916
45 H 0.934 -22.468 7.047
46 H 0.776 -22.257 8.795
47 H 0.119 -26.463 11.233
48 H 1.328 -27.452 10.540
49 H -0.272 -27.744 9.971
50 C -11.928 -23.126 9.925
51 O -10.726 -23.223 10.592
52 C -10.000 -24.288 10.308
53 O -10.316 -25.142 9.300
54 O -8.909 -24.514 11.051
55 C -7.933 -25.529 10.603
56 H -12.621 -23.883 10.319
57 H -11.780 -23.217 8.847
58 H -12.483 -22.280 10.252
59 H -7.101 -25.797 11.307
60 H -7.301 -24.977 9.886
61 H -8.418 -26.398 10.068
62 C -6.271 -22.492 3.922
63 O -6.106 -23.449 5.018
64 C -7.140 -23.967 5.643
65 O -8.391 -23.789 5.177
66 O -6.854 -24.523 6.789
67 C -7.779 -25.488 7.308
68 H -7.073 -22.881 3.283
69 H -5.424 -22.266 3.297
70 H -6.730 -21.558 4.255
71 H -7.245 -26.137 7.989
72 H -8.121 -26.272 6.571
73 H -8.607 -24.933 7.713
74 C -3.216 -25.725 10.514
75 O -2.915 -26.484 9.344
76 C -3.940 -27.096 8.669
77 O -5.314 -27.032 9.123
78 O -3.574 -27.503 7.454
79 C -4.518 -27.714 6.495
80 H -3.386 -26.516 11.300
81 H -4.170 -25.151 10.474
82 H -2.358 -25.061 10.679
83 H -5.191 -26.769 6.540
84 H -5.194 -28.608 6.677
85 H -4.048 -27.844 5.497
86 C -2.583 -22.440 11.974
87 C -2.338 -22.611 13.495
88 C -2.318 -24.015 13.908
89 C -3.633 -24.643 13.709
90 N -4.643 -25.227 13.541
91 H -2.972 -21.485 11.650
92 H -3.250 -23.083 11.472
93 H -1.544 -22.562 11.508
94 H -3.281 -22.130 13.918
95 H -1.445 -22.097 13.943
96 H -2.178 -24.060 14.948
97 H -1.627 -24.715 13.500

C7H13N in the gas phase. Source: OMol25; level of theory: wB97M-V/def2-TZVPD.

Values from the calculation:
**SMILES string**: [H]/N=C(C)/C(C)=C/CC
**Relative energy (zero: lowest compared OMol25 entry of this formula, charge and spin)**: 12.9 kcal/mol
**HOMO-LUMO gap**: 10.09 eV
**HOMO energy**: -9.10 eV
**LUMO energy**: 0.0362 hartree

Cartesian coordinates (Å):
1 H 3.776 0.732 -0.069
2 N 2.842 1.144 -0.155
3 C 1.917 0.246 -0.012
4 C 2.307 -1.195 0.246
5 C 0.464 0.633 -0.102
6 C 0.214 2.094 -0.361
7 C -0.509 -0.289 0.044
8 C -1.985 -0.001 -0.030
9 C -2.827 -1.255 0.171
10 H 1.927 -1.832 -0.558
11 H 1.901 -1.523 1.206
12 H 3.395 -1.305 0.281
13 H 0.665 2.397 -1.312
14 H 0.643 2.704 0.441
15 H -0.850 2.342 -0.418
16 H -0.253 -1.328 0.229
17 H -2.229 0.427 -1.009
18 H -2.257 0.727 0.743
19 H -2.609 -2.004 -0.598
20 H -2.638 -1.705 1.151
21 H -3.892 -1.008 0.111

Number 1: M 90.12 g/mol, maximum force 0.010 Eh/bohr. Number 2: M 1034.87 g/mol, maximum force 0.075 Eh/bohr. Number 3: M 76.12 g/mol, maximum force 0.021 Eh/bohr. Number 4: M 1043.69 g/mol, maximum force 0.040 Eh/bohr. Number 5: M 711.66 g/mol, maximum force 0.196 Eh/bohr. Number 6: M 111.19 g/mol, maximum force 0.028 Eh/bohr.